No. 1
Here is a structure of composition C23H32BeBrCl4F5KO7P at a distorted geometry from the Open Molecules 2025 dataset. Energies are from ωB97M-V/def2-TZVPD.

Structure (ORCA input):
```
! wB97M-V def2-TZVPD RIJCOSX def2/J DEFGRID3
* xyz 0 1
C 0.1435 3.0830 4.2933
C -0.0128 4.2463 3.3032
C -1.4920 4.6777 3.1781
C 0.6177 4.0080 1.9017
C 1.2338 5.3196 1.3733
C 1.5910 2.8407 1.8272
O 0.8568 1.6557 1.5065
O 1.5546 0.9844 0.4159
P 0.9817 -0.4994 0.2824
O 1.1160 -1.0307 -1.0699
O -0.5403 -0.3763 0.7308
O 1.7729 -1.3361 1.3815
H -0.0151 2.1015 3.8484
H 1.1599 3.0970 4.6895
H -0.5259 3.2401 5.1349
H 0.5059 5.1016 3.7415
H -1.5498 5.7573 3.0536
H -2.0378 4.3934 4.0720
H -1.9343 4.1876 2.3123
H -0.2091 3.7676 1.2343
H 2.3226 5.3150 1.4043
H 0.9013 6.1852 1.9430
H 0.8937 5.4925 0.3540
H 2.1777 2.6921 2.7332
H 2.2966 3.0287 1.0193
H -0.8354 -1.1839 1.1646
H 1.4157 -2.2289 1.4519
F 3.7137 -5.9495 -5.3715
C 3.0783 -5.1174 -4.5166
C 2.4658 -5.6424 -3.4027
C 1.8158 -4.7728 -2.5136
C 1.7788 -3.3990 -2.7783
C 2.4056 -2.9074 -3.9094
C 3.0603 -3.7637 -4.7815
H 2.4908 -6.7093 -3.2244
H 1.3083 -5.1685 -1.6543
H 1.2630 -2.7221 -2.1044
H 2.3824 -1.8465 -4.1186
H 3.5567 -3.3834 -5.6645
Cl 3.5028 -5.0818 -0.7003
C -0.6750 -4.3522 -8.4737
C 0.0387 -3.8900 -9.5788
C 1.4132 -4.0850 -9.6500
C 2.0729 -4.7455 -8.6249
C 1.3625 -5.2100 -7.5269
C -0.0097 -5.0112 -7.4511
H -1.7423 -4.2039 -8.4108
H -0.4732 -3.3846 -10.3879
H 1.9674 -3.7214 -10.5057
H 3.1428 -4.9007 -8.6813
H 1.8779 -5.7271 -6.7332
H -0.5611 -5.3699 -6.5916
Be -0.3236 -1.3332 -9.1271
C -4.5641 -2.1211 -9.8181
Cl -4.5081 -0.8798 -8.5716
Cl -3.0794 -3.0816 -9.8042
Cl -5.9741 -3.1582 -9.6072
H -4.6424 -1.6336 -10.7802
C -0.4733 3.4440 10.2797
C -1.7034 2.5665 10.2937
O -2.7149 3.1827 9.4513
C -2.5204 3.0772 8.1377
O -1.6154 2.5240 7.5802
C -3.6859 3.7555 7.3940
F -3.9210 4.9830 7.8729
F -4.8078 3.0494 7.5173
F -3.4085 3.8681 6.0956
H -0.7107 4.4462 10.6116
H 0.2945 3.0283 10.9350
H -0.0576 3.5399 9.2786
H -2.1008 2.4719 11.3230
H -1.4700 1.5629 9.9467
Br -4.2824 3.1482 11.1763
K -2.0503 4.5028 11.8991
F 4.6942 -4.3969 -2.0090
*
```

LUMO energy = -2.8 eV
HOMO = -0.253 Ha
Frontier orbital gap = 4.04 eV

No. 2
Here is a cluster of 3 separate species, C4H14NO3 in total at a distorted geometry from the Open Molecules 2025 dataset. Energies are from ωB97M-V/def2-TZVPD.

Structure (ORCA input):
```
! wB97M-V def2-TZVPD RIJCOSX def2/J DEFGRID3
* xyz -1 1
C -0.0107 -1.5507 -0.1365
N 0.4738 -1.4091 1.2224
C 1.3654 -0.4039 1.7088
O 0.7129 0.8790 1.8734
C -1.4962 -1.9415 -0.1124
C -2.5016 -0.8130 -0.3275
H 0.2745 -0.6167 -0.6076
H 0.6308 -2.3701 -0.5832
H -0.3113 -1.4893 1.8745
H 1.8452 -0.7357 2.6662
H 2.1513 -0.2947 0.8520
H -1.6373 -2.4398 0.8935
H -1.7686 -2.7384 -0.7920
H -2.4907 -0.3129 -1.3335
H -3.5916 -1.0617 -0.0610
H -2.2512 -0.0663 0.4683
H 0.8063 1.9596 -2.0284
H 0.0367 2.4656 -3.4364
O 0.8954 2.3870 -3.0778
H 0.5688 1.2748 0.9286
H 0.9832 2.7791 -0.3968
O 0.5537 1.9546 -0.5199
*
```

LUMO energy = 3.8 eV
ΔE to the lowest compared entry with this formula, charge and spin = 1.251 eV
HOMO = -0.166 Ha
Frontier orbital gap = 8.28 eV

Question: Number 1 is which compound?
Answer: C23H32BeBrCl4F5KO7P

Question: Which value of LUMO energy does entry 2 give?
Answer: 3.8 eV

Question: Number 2 is which compound?
Answer: C4H14NO3

Question: LUMO energy of number 2 (C4H14NO3)?
Answer: 3.8 eV